No. 1
{"formula": "C42H36F15GeN2O4RuSSi", "method": "ωB97M-V/def2-TZVPD", "species": ["Ru", "C", "N", "C", "C", "C", "O", "H", "H", "H", "H", "H", "H", "H", "H", "H", "F", "C", "C", "C", "F", "C", "F", "C", "F", "C", "F", "Ge", "S", "C", "C", "F", "C", "F", "C", "F", "C", "F", "C", "F", "C", "C", "F", "C", "F", "C", "F", "C", "F", "C", "F", "O", "C", "O", "C", "N", "C", "C", "C", "H", "H", "H", "H", "H", "H", "H", "H", "H", "C", "C", "C", "C", "C", "C", "Si", "C", "C", "C", "C", "C", "C", "H", "H", "H", "H", "H", "H", "H", "H", "H", "H", "H", "C", "C", "C", "O", "H", "H", "H", "H", "H", "H", "H"], "xyz": [[-0.5666, -0.4040, -0.9668], [-2.9996, -4.2024, 0.6469], [-2.1689, -3.7098, 1.7479], [-2.1717, -4.4059, 3.0270], [-1.4248, -2.6129, 1.5157], [-0.6514, -2.0163, 2.6585], [-1.4263, -2.1238, 0.3824], [-3.6399, -4.9992, 1.0181], [-2.3862, -4.5747, -0.1738], [-3.6136, -3.3963, 0.2490], [-2.5345, -5.4174, 2.8722], [-2.8168, -3.9185, 3.7617], [-1.1675, -4.4725, 3.4402], [-1.2395, -2.0213, 3.5768], [-0.3874, -0.9973, 2.3946], [0.2667, -2.5839, 2.8296], [3.9467, -2.7326, 0.2461], [3.6856, -3.0601, 1.5106], [3.3646, -2.0667, 2.4231], [3.0634, -2.4815, 3.7070], [2.6790, -1.6024, 4.6419], [3.1198, -3.8107, 4.0869], [2.8364, -4.1787, 5.3354], [3.4637, -4.7663, 3.1546], [3.5191, -6.0418, 3.5064], [3.7417, -4.3962, 1.8536], [4.0498, -5.3271, 0.9569], [3.0314, -0.2681, 1.7052], [1.4794, -0.4638, 0.1921], [2.7495, 0.9696, 3.2233], [3.7702, 1.0786, 4.1521], [4.8870, 0.3582, 3.9846], [3.6933, 1.8903, 5.2647], [4.6947, 1.9645, 6.1371], [2.5499, 2.6356, 5.4711], [2.4501, 3.4204, 6.5324], [1.5150, 2.5593, 4.5660], [0.4109, 3.2945, 4.7556], [1.6248, 1.7289, 3.4645], [0.5805, 1.6963, 2.6346], [4.6400, 0.4936, 0.8727], [5.8722, -0.1177, 0.7497], [6.0916, -1.3241, 1.2870], [6.9291, 0.4861, 0.0949], [8.1082, -0.1234, -0.0064], [6.7609, 1.7401, -0.4546], [7.7659, 2.3233, -1.0916], [5.5489, 2.3918, -0.3371], [5.3969, 3.6071, -0.8551], [4.5156, 1.7615, 0.3270], [3.3539, 2.4197, 0.4319], [-0.9091, 2.3958, -0.2969], [-1.6514, 2.0315, 0.7393], [-1.9807, 0.8746, 0.8934], [-2.1209, 3.1819, 1.6147], [-1.3324, 4.3907, 1.3141], [-2.2508, 5.5065, 1.0142], [-3.4439, 4.8028, 0.3863], [-3.5799, 3.5465, 1.2506], [-2.0424, 2.8525, 2.6489], [-0.6827, 3.3412, -0.1257], [-0.6816, 4.6058, 2.0536], [-1.7752, 6.2181, 0.3425], [-2.5581, 6.0397, 1.9194], [-3.2213, 4.5315, -0.6476], [-4.3399, 5.4205, 0.3965], [-4.0820, 2.7268, 0.7379], [-4.1362, 3.7680, 2.1606], [-3.6763, 2.7958, -5.3571], [-2.6210, 1.8944, -5.4447], [-2.3580, 1.0213, -4.3971], [-3.1474, 1.0246, -3.2423], [-4.1994, 1.9419, -3.1691], [-4.4627, 2.8212, -4.2144], [-2.8956, -0.2573, -1.8807], [-3.1532, -1.9748, -2.6387], [-2.1711, -2.6191, -3.3997], [-2.4423, -3.8205, -4.0451], [-3.6966, -4.4057, -3.9384], [-4.6785, -3.7901, -3.1720], [-4.4067, -2.5885, -2.5298], [-3.8866, 3.4716, -6.1779], [-1.9996, 1.8738, -6.3341], [-1.5248, 0.3297, -4.4653], [-4.8290, 1.9657, -2.2844], [-5.2882, 3.5214, -4.1394], [-4.0676, -0.0542, -0.9790], [-1.1857, -2.1769, -3.4966], [-1.6706, -4.3008, -4.6368], [-3.9103, -5.3342, -4.4541], [-5.6593, -4.2439, -3.0804], [-5.1846, -2.1161, -1.9367], [1.6820, -0.1420, -4.7092], [1.4847, 0.1807, -3.2335], [1.5078, 1.6883, -3.0057], [0.2559, -0.3878, -2.7986], [2.6565, 0.2135, -5.0539], [0.9005, 0.3418, -5.3024], [1.6226, -1.2200, -4.8711], [2.3067, -0.2691, -2.6664], [0.6393, 2.1383, -3.4952], [2.4193, 2.1294, -3.4181], [1.4666, 1.9113, -1.9377]], "relative_energy_kcal_mol": 0.0, "gap_ev": [6.2, 7.2], "spin_multiplicity": 6, "s2": 8.7648, "e_tot_ev": -173878.1062, "fmax_ha_per_bohr": 0.0190}

=====

No. 2
{"formula": "C42H36FP2Y", "method": "ωB97M-V/def2-TZVPD", "species": ["C", "C", "C", "C", "C", "C", "P", "C", "C", "C", "C", "C", "C", "Y", "P", "C", "C", "C", "C", "C", "C", "C", "C", "C", "C", "C", "C", "C", "C", "C", "C", "C", "C", "C", "C", "C", "C", "C", "C", "H", "H", "H", "H", "H", "H", "H", "H", "H", "H", "H", "H", "H", "H", "H", "H", "H", "H", "H", "H", "H", "H", "H", "H", "H", "H", "H", "H", "H", "H", "H", "H", "F", "C", "C", "C", "C", "C", "C", "H", "H", "H", "H"], "xyz": [[0.7486, -1.4631, -2.9305], [-0.3051, -1.9255, -2.1156], [-1.5921, -2.0420, -2.6742], [-1.8343, -1.7262, -4.0049], [-0.7670, -1.3536, -4.8265], [0.4994, -1.1369, -4.2599], [-0.0599, -2.2072, -0.3307], [-1.4726, -3.2212, 0.3100], [-2.7511, -2.6827, 0.6396], [-3.6354, -3.5028, 1.3681], [-3.3223, -4.8464, 1.6436], [-2.0883, -5.3820, 1.2706], [-1.1570, -4.5542, 0.6501], [-1.1767, 0.1817, 0.2680], [0.3820, 2.2792, 0.0393], [-1.3394, 2.2199, -0.9649], [-1.2173, 2.3080, -2.3501], [-2.2909, 1.9902, -3.1856], [-3.4728, 1.4777, -2.6306], [-3.6554, 1.5047, -1.2462], [-2.6436, 1.9890, -0.3781], [0.0624, 3.6445, 1.2165], [0.8733, 3.7038, 2.3658], [0.4641, 4.4481, 3.4632], [-0.7066, 5.2213, 3.4007], [-1.4990, 5.1977, 2.2486], [-1.0998, 4.4399, 1.1510], [1.9404, 2.3853, -0.9050], [2.9354, 1.3736, -0.8537], [4.1130, 1.5356, -1.5890], [4.3306, 2.6871, -2.3557], [3.3386, 3.6772, -2.4125], [2.1602, 3.5391, -1.6718], [1.5372, -2.9847, -0.0398], [2.1431, -3.7649, -1.0441], [3.4198, -4.2958, -0.8720], [4.1122, -4.0225, 0.3142], [3.5417, -3.2023, 1.3020], [2.2615, -2.6761, 1.1350], [1.8085, 3.1429, 2.3795], [1.0650, 4.4655, 4.3685], [-0.9779, 5.8715, 4.2342], [-2.4143, 5.7910, 2.2083], [-1.6860, 4.4486, 0.2378], [-0.2495, 2.6722, -2.7045], [-2.1759, 2.1456, -4.2574], [-4.2800, 1.1106, -3.2853], [-4.6321, 1.2523, -0.8364], [-2.8572, 2.2780, 0.6673], [2.7901, 0.5047, -0.2074], [4.8946, 0.7672, -1.5709], [5.2654, 2.8141, -2.9164], [3.4979, 4.5631, -3.0306], [1.4052, 4.3322, -1.6407], [1.6220, -3.9494, -1.9752], [3.8711, -4.9282, -1.6419], [5.0981, -4.4710, 0.4680], [4.1090, -3.0076, 2.2132], [1.8269, -2.0248, 1.8940], [-3.0748, -1.6565, 0.3159], [-4.5875, -3.0919, 1.7146], [-4.0434, -5.4911, 2.1469], [-1.8272, -6.4258, 1.4711], [-0.1424, -4.9114, 0.4511], [-2.4247, -2.3796, -2.0549], [-2.8382, -1.7972, -4.4254], [-0.9262, -1.2578, -5.9205], [1.2856, -0.6703, -4.8647], [1.7527, -1.3565, -2.5135], [0.1298, 1.4662, -4.0873], [0.4314, 1.0919, -3.5013], [0.3234, -0.0038, 6.7600], [0.0290, -0.0402, 5.4168], [0.9967, 0.3592, 4.5115], [0.6725, 0.3469, 3.1401], [-0.6141, 0.0697, 2.7041], [-1.5564, -0.3731, 3.6270], [-1.2496, -0.4063, 5.0074], [1.9708, 0.7249, 4.8359], [1.5001, 0.5967, 2.4635], [-2.5538, -0.7037, 3.3202], [-2.0118, -0.6821, 5.7324]], "relative_energy_kcal_mol": 31.8, "gap_ev": 6.6, "e_tot_ev": -66459.0346, "total_charge": 2, "fmax_ha_per_bohr": 0.0831}